{
  "formula": "C6H7ClFO3PS",
  "method": "ωB97M-V/def2-TZVPD",
  "species": ["C", "C", "C", "C", "C", "C", "O", "O", "O", "F", "P", "S", "Cl", "H", "H", "H", "H", "H", "H", "H"],
  "coordinates": [[2.1656, -0.6752, -0.8776], [2.0511, -0.7863, 0.5384], [1.5705, 0.3892, -1.4901], [1.0933, -0.2027, 1.2352], [0.7638, 1.2826, -0.6551], [0.1045, 0.6140, 0.4430], [-2.8211, -0.5027, 1.4006], [-2.4709, -1.7702, -0.7048], [-0.7950, -0.3562, -0.1027], [-0.6593, 1.4537, 1.1897], [-2.3540, -0.2892, -0.1281], [-3.1055, 1.2313, -1.1387], [2.0654, 2.4701, 0.0553], [2.8034, -1.3959, -1.2764], [2.8454, -1.2876, 1.0595], [1.7174, 0.6736, -2.4588], [1.1333, -0.3644, 2.2851], [0.0483, 1.8024, -1.2942], [-3.2828, 0.0629, 2.0143], [-2.8734, -2.3493, -0.0947]],
  "atomic_forces_ev_per_a": [[-1.196, 2.258, -0.758], [0.091, -0.126, 0.729], [0.935, -2.877, 2.670], [0.359, 0.276, -0.170], [1.390, 2.063, -1.493], [-1.123, -2.029, 1.932], [0.548, -1.120, -0.708], [-0.203, 1.213, -1.038], [1.352, 0.435, 0.126], [0.368, 0.501, 0.453], [-1.387, 1.375, -0.408], [0.459, -1.501, 0.986], [-1.277, -0.154, -0.411], [0.890, -0.717, -1.441], [0.050, -0.501, 0.171], [0.382, 0.437, -2.485], [-0.696, 0.486, 0.774], [0.046, 0.459, 0.457], [-0.147, 0.759, -0.485], [-0.842, -1.239, 1.100]],
  "lowdin_charge": [-0.0506, -0.0993, -0.0893, 0.0094, -0.4797, -0.5920, -0.1538, -0.1214, -0.1692, 0.0590, 0.1235, 0.2625, 0.6181, 0.0927, 0.1148, 0.0873, 0.1192, 0.1228, 0.0906, 0.0555],
  "multiplicity": 1,
  "energy_ev": -47843.095,
  "homo_lumo_gap_ev": 8.824,
  "e_homo_ha": -0.3318,
  "total_charge": 0,
  "smiles": "OP(O)(=S)O[C@@]1(F)C=CC=C[C@@H]1Cl"
}